Entry 1:
The following is a DFT calculation (wB97M-V/def2-TZVPD) of C19H20Cl2FN4SbSe4Ti as an isolated structure.

Each line ends with the Mulliken charge.
CARTESIAN COORDINATES (ANGSTROEM)
Ti (-0.4327, 0.8033, 0.2290)  0.2840
C (-0.1610, -1.9539, 1.5985)  -0.2423
N (0.6449, -1.2087, 0.6157)  0.9806
C (0.6972, -1.9090, -0.6823)  -0.6974
C (0.9479, -0.9505, -1.8063)  0.8015
C (1.4963, -1.3631, -3.0128)  -0.9568
C (1.6252, -0.4545, -4.0424)  -0.3020
C (1.2101, 0.8565, -3.8319)  -0.8941
C (0.6657, 1.1937, -2.6143)  -0.7291
N (0.5192, 0.3039, -1.6182)  1.0543
C (1.9920, -0.9259, 1.1467)  -1.2630
C (2.4705, 0.4527, 0.8074)  0.7590
C (3.8074, 0.7640, 0.6911)  -0.9162
C (4.2200, 2.0833, 0.5276)  -0.6389
C (3.2181, 3.0536, 0.5015)  -0.6241
C (1.8933, 2.6937, 0.5989)  -0.5034
N (1.4720, 1.3918, 0.7143)  0.4617
C (-0.7064, -1.0421, 2.6533)  0.9800
C (-1.0269, -1.4940, 3.9240)  -0.9690
C (-1.6147, -0.6242, 4.8264)  -0.2548
C (-1.8593, 0.6832, 4.4310)  -0.8665
C (-1.5066, 1.0652, 3.1514)  -0.3090
N (-0.9387, 0.2253, 2.2801)  0.5698
H (0.4145, -2.7721, 2.0495)  0.4192
H (-1.0198, -2.4181, 1.0922)  -0.8978
H (-0.2585, -2.4032, -0.8770)  -0.4344
H (1.4651, -2.6916, -0.6693)  0.3298
H (1.7643, -2.4029, -3.1367)  0.4905
H (2.0179, -0.7640, -5.0021)  0.3832
H (1.2853, 1.6045, -4.6096)  0.4056
H (0.3045, 2.1940, -2.4094)  0.5888
H (2.7103, -1.6761, 0.7976)  0.2575
H (1.9362, -1.0167, 2.2360)  0.4972
H (4.5293, -0.0442, 0.7419)  0.3764
H (5.2657, 2.3407, 0.4268)  0.3776
H (3.4597, 4.1045, 0.3971)  0.3743
H (1.1011, 3.4283, 0.5581)  0.4502
H (-0.8378, -2.5286, 4.1780)  0.4455
H (-1.8878, -0.9628, 5.8178)  0.3872
H (-2.3269, 1.3968, 5.0957)  0.3823
H (-1.6873, 2.0681, 2.7837)  0.4471
Cl (-5.4010, 2.8986, -2.9624)  -0.2587
C (-4.1233, 1.6978, -2.5857)  0.2112
Cl (-2.6681, 1.9925, -3.5494)  -0.1497
H (-4.5028, 0.7046, -2.8092)  0.0527
H (-3.8617, 1.7860, -1.5406)  0.0060
F (-1.0048, 2.5472, 0.1586)  -0.6731
Se (-1.5795, -2.9700, -3.4349)  -0.7208
Sb (-3.1075, -2.6752, -1.5348)  0.5516
Se (-2.5576, -0.4290, -0.3922)  -0.4959
Se (-2.6231, -4.3164, 0.2325)  -0.7530
Se (-5.4400, -2.3369, -2.1408)  -0.7746

Calculated values
gap between HOMO and LUMO (alpha / beta) = 4.13 / 4.14 eV
net charge = -2

---

Entry 2:
The following is a DFT calculation (wB97M-V/def2-TZVPD) of C2H4FN3 in the gas phase in a non-equilibrium geometry.

Each line ends with the Mulliken charge.
CARTESIAN COORDINATES (ANGSTROEM)
C (-0.1529, -0.1351, 0.1821)  -0.4492
C (1.2688, -0.2702, -0.3911)  0.2389
N (1.8603, 1.0673, -0.3255)  -0.2198
N (1.0221, 1.8591, 0.0956)  -0.3084
N (-0.0846, 1.2776, 0.5091)  0.1013
F (2.2496, -1.1991, 0.3232)  -0.3581
H (-0.7403, -0.3121, -0.7922)  0.1849
H (-0.6007, -0.6484, 0.9270)  0.3704
H (1.4839, -0.7215, -1.4087)  0.2025
H (-0.9204, 1.8075, 0.6890)  0.2375

Calculated values
relative energy (zero: lowest compared OMol25 entry of this formula, charge and spin) = 187.9 kJ/mol
SMILES = F[C@H]1CNN=N1
gap between HOMO and LUMO = 10.57 eV

---

Entry 3:
The following is a DFT calculation (wB97M-V/def2-TZVPD) of an isolated ion of composition C4H6BrN2 and charge +1 in a non-equilibrium geometry.

Each line ends with the Mulliken charge.
CARTESIAN COORDINATES (ANGSTROEM)
C (-1.0037, -0.8329, -2.3398)  -0.8425
C (1.3032, 1.7963, 2.1063)  -0.1556
C (-0.9439, -1.1162, -1.0465)  0.2097
C (0.2553, -0.1768, 0.8590)  0.6660
N (0.9037, 0.8438, 1.4101)  -0.1768
N (-0.3707, -0.1289, -0.2662)  -0.2330
Br (0.3385, -1.8966, 1.6787)  -0.0441
H (-1.4225, -1.5553, -3.0163)  0.2603
H (-0.6172, 0.0223, -2.8165)  0.2604
H (2.2612, 2.1530, 1.9089)  0.2842
H (0.7885, 2.3860, 2.9353)  0.2601
H (-1.0312, -2.2486, -0.6281)  0.2277
H (-0.4613, 0.7538, -0.7848)  0.2837

Calculated values
relative energy (zero: lowest compared OMol25 entry of this formula, charge and spin) = 236.7 kJ/mol
SMILES = C=C/[NH+]=C(\Br)N=C
gap between HOMO and LUMO = 8.76 eV
net charge = +1

---

Entry 4:
The following is a DFT calculation (wB97M-V/def2-TZVPD) of a 2-piece molecular cluster, C2H4FNO overall in a non-equilibrium geometry.

Each line ends with the Mulliken charge.
CARTESIAN COORDINATES (ANGSTROEM)
C (2.1809, -0.3800, 1.4639)  -0.1414
C (-1.7764, 0.1432, -0.9664)  -0.1658
N (-0.6712, -0.4594, -0.9383)  -0.4439
O (1.5103, 0.5423, 0.9333)  -0.1680
F (3.0637, 0.1836, 2.3712)  -0.1613
H (-1.9364, 0.9314, -0.1652)  0.1752
H (-2.7339, -0.2198, -1.4661)  0.2401
H (0.7224, 0.3459, 0.4127)  0.4668
H (-0.3594, -1.0871, -1.6450)  0.1983

Calculated values
relative energy (zero: lowest compared OMol25 entry of this formula, charge and spin) = 323.4 kJ/mol
gap between HOMO and LUMO = 9.91 eV

---

no.,E_tot (hartree)
1,-12670.9790
2,-342.6514
3,-2839.1958
4,-308.3597